# 1
Molecular formula: C11H12Cl4N3O2Pd
Method: DFT, ωB97M-V/def2-TZVPD

Each line ends with the Löwdin spin population.
Positions of all 33 atoms, in Å:
Pd  -0.0727  0.5239  -0.0919  0.96
C  4.5915  3.4116  -0.1790  0.00
O  3.9585  2.1340  -0.1704  0.00
C  2.6494  2.0000  -0.1541  0.00
O  2.1551  0.8830  -0.1303  0.04
N  1.8889  3.1307  -0.1641  0.00
N  0.4941  3.0050  -0.1484  0.07
H  5.6557  3.1960  -0.1790  0.00
H  4.3463  3.9888  0.7148  0.00
H  4.3450  3.9794  -1.0784  0.00
H  2.3013  4.0531  -0.1973  0.00
H  0.0778  3.3945  -0.9946  0.00
H  0.0944  3.4552  0.6752  0.00
Cl  -3.5365  -4.3847  0.7467  0.06
C  -3.0004  -2.7772  0.4895  0.17
C  -2.7595  -1.9359  1.5796  -0.02
C  -2.3873  -0.6313  1.3750  0.15
C  -2.2389  -0.1028  0.0499  0.04
C  -2.0883  1.2940  -0.1793  0.31
C  -2.4287  -1.0162  -1.0383  0.14
C  -2.8067  -2.3133  -0.8179  -0.02
H  -2.8979  -2.3112  2.5819  0.00
H  -2.2497  0.0337  2.2177  0.01
H  -2.3043  1.9687  0.6438  0.02
H  -2.3129  1.6709  -1.1741  0.02
H  -2.3130  -0.6436  -2.0496  0.00
H  -2.9786  -2.9829  -1.6449  0.00
Cl  2.3322  -4.7632  -0.3947  0.00
C  0.6548  -4.2250  -0.1110  0.00
Cl  -0.4226  -4.8444  -1.3896  0.00
Cl  0.0932  -4.7585  1.4983  0.00
C  0.6014  -2.7883  -0.1339  0.00
N  0.5586  -1.6437  -0.1517  0.04

Results
total charge: +1
2S+1: 3
highest occupied orbital energy (spin up / spin down): -10.10 / -12.52 eV
relative energy (zero: lowest compared OMol25 entry of this formula, charge and spin): 0.174 eV
E: -2709.4557 Ha

---

# 2
Molecular formula: C49H60IN3P3SSr
Method: DFT, ωB97M-V/def2-TZVPD

Each line ends with the Mulliken charge.
Positions of all 118 atoms, in Å:
Sr  -0.3055  0.2802  0.5554  2.11
C  -2.4002  -1.2261  -2.6263  -1.88
C  -3.4815  -1.0767  -1.5451  1.67
C  -4.6824  -1.9597  -1.8689  -1.71
P  -2.6332  -1.2612  0.0908  0.42
C  -3.9280  -1.3693  1.4095  0.90
C  -4.8144  -2.6108  1.5150  -1.90
C  -3.2392  -1.1351  2.7571  -1.45
C  -1.7777  -2.8596  -0.0697  0.93
C  -2.5442  -4.0217  -0.2739  -0.54
C  -2.0114  -5.2283  -0.6748  -0.03
C  -2.8554  -6.4669  -0.8222  -1.85
C  -0.6472  -5.2301  -0.9690  -0.90
C  0.1322  -4.1156  -0.7698  -0.46
C  -0.3713  -2.9082  -0.2313  -1.14
N  0.4584  -1.8060  0.0316  1.57
C  1.8168  -2.0110  0.3030  -0.75
C  2.2919  -3.2081  0.8870  -0.46
C  3.6305  -3.5014  1.0095  -0.84
C  4.6134  -2.6156  0.5677  0.15
C  6.0837  -2.9528  0.6174  -1.66
C  4.1713  -1.3822  0.1331  -0.61
C  2.8131  -1.0191  0.0498  0.57
P  2.3816  0.7332  -0.2001  -0.24
C  3.4150  1.7831  0.9378  0.85
C  4.8780  1.4394  1.2088  -1.85
C  2.6789  1.9035  2.2817  -1.31
C  2.8459  1.2280  -1.9195  0.86
C  2.0642  0.3207  -2.8781  -1.59
C  4.3285  1.2605  -2.2805  -1.52
H  -2.7890  -0.9001  -3.5925  0.53
H  -2.0860  -2.2686  -2.7128  0.37
H  -1.5070  -0.6297  -2.4131  0.20
H  -3.8166  -0.0423  -1.5402  -0.45
H  -4.4196  -3.0191  -1.8618  0.32
H  -5.0347  -1.7192  -2.8776  0.50
H  -5.5170  -1.7937  -1.1861  0.33
H  -4.5568  -0.5040  1.1924  0.10
H  -4.2392  -3.4669  1.8732  0.39
H  -5.2968  -2.8860  0.5789  0.33
H  -5.6035  -2.4172  2.2484  0.50
H  -2.5158  -1.9291  2.9604  0.31
H  -3.9770  -1.1322  3.5646  0.64
H  -2.7130  -0.1790  2.7935  -0.15
H  -3.6131  -3.9684  -0.1280  0.17
H  -3.9169  -6.2330  -0.7286  0.35
H  -2.6093  -7.2033  -0.0539  0.37
H  -2.6985  -6.9451  -1.7912  0.39
H  -0.1896  -6.1260  -1.3769  0.41
H  1.1765  -4.1556  -1.0487  0.66
H  1.5628  -3.9254  1.2396  0.63
H  3.9236  -4.4485  1.4519  0.38
H  6.2376  -4.0183  0.7881  0.40
H  6.5916  -2.4126  1.4200  0.30
H  6.5789  -2.6894  -0.3182  0.36
H  4.9164  -0.6525  -0.1533  0.61
H  3.3782  2.7588  0.4421  0.44
H  4.9575  0.5165  1.7847  0.41
H  5.3202  2.2435  1.8040  0.50
H  5.4764  1.3350  0.3055  0.31
H  2.6324  0.9312  2.7787  0.33
H  1.6580  2.2792  2.1549  -0.15
H  3.2076  2.6000  2.9393  0.59
H  2.4493  2.2445  -2.0033  0.07
H  2.4198  -0.7100  -2.8042  0.31
H  2.1971  0.6531  -3.9103  0.54
H  0.9903  0.3150  -2.6637  0.14
H  4.7820  0.2702  -2.1915  0.25
H  4.8898  1.9663  -1.6664  0.36
H  4.4383  1.5756  -3.3223  0.46
I  1.1039  4.1064  -0.2422  0.07
C  -0.0383  5.8797  -0.0808  0.45
C  0.7893  6.9689  -0.1025  -0.70
C  0.2850  8.2808  -0.0355  -0.92
C  -1.0556  8.4615  0.0437  -0.82
C  -1.9438  7.3571  0.0705  0.96
C  -3.3264  7.6426  0.1530  -0.81
C  -4.2462  6.6436  0.1951  -1.39
C  -3.7980  5.3140  0.1585  -0.61
C  -2.4745  4.9665  0.0705  1.74
P  -2.1728  3.1289  0.0367  -0.49
C  -3.1123  2.6388  1.5381  1.46
C  -4.4500  2.2751  1.6770  -0.18
C  -4.9957  2.0423  2.9337  -0.66
C  -4.2172  2.1705  4.0753  -0.76
C  -2.8783  2.5176  3.9576  -0.48
C  -2.3315  2.7394  2.7002  -1.11
C  -3.0342  2.6366  -1.5051  1.29
C  -2.1396  2.3652  -2.5483  -0.32
C  -2.5928  2.0692  -3.8278  -0.76
C  -3.9548  2.0292  -4.0838  -0.55
C  -4.8560  2.2922  -3.0586  -0.72
C  -4.4015  2.5996  -1.7840  -0.31
C  -1.4703  6.0014  0.0182  0.18
H  1.8585  6.8215  -0.1790  0.39
H  0.9682  9.1196  -0.0545  0.42
H  -1.4788  9.4594  0.0878  0.36
H  -3.6313  8.6834  0.1834  0.39
H  -5.3057  6.8590  0.2604  0.44
H  -4.5486  4.5326  0.2140  0.26
H  -5.0883  2.1726  0.8090  -0.13
H  -6.0419  1.7708  3.0203  0.44
H  -4.6519  1.9926  5.0520  0.40
H  -2.2585  2.6124  4.8407  0.47
H  -1.2898  3.0385  2.6147  0.25
H  -1.0715  2.4052  -2.3561  0.24
H  -1.8827  1.8661  -4.6203  0.46
H  -4.3167  1.7974  -5.0780  0.41
H  -5.9217  2.2689  -3.2541  0.44
H  -5.1372  2.8097  -1.0178  0.13
N  0.3720  1.0129  5.3143  -0.31
C  0.1197  -0.2756  5.0058  0.49
N  -0.3684  -1.0363  5.9914  -0.42
S  0.3978  -0.9139  3.4730  -0.28
H  0.3787  1.3270  6.2711  0.23
H  0.9046  1.5445  4.6492  0.12
H  -0.4788  -0.7030  6.9334  0.18
H  -0.5598  -2.0019  5.7920  0.22

Results
total charge: +1
2S+1: 1
highest occupied orbital energy: -8.53 eV
E: -3818.0087 Ha

---

# 3
Molecular formula: C5H12N4
Method: DFT, ωB97M-V/def2-TZVPD

Each line ends with the Mulliken charge.
Positions of all 21 atoms, in Å:
C  -4.7106  -0.2912  -0.2330  -0.58
N  -3.3881  -0.2092  -0.0446  0.18
C  -2.2939  0.1089  0.0574  0.15
C  -0.9295  0.4697  0.3567  -0.31
C  0.0673  -0.7936  0.7034  -0.16
N  1.3309  -0.8350  0.5760  -0.53
N  2.2712  -0.0649  0.1520  0.51
C  2.3299  1.1313  -0.6089  -0.92
N  3.6315  -0.7690  0.1831  -0.39
H  -5.0238  -1.3364  -0.6069  0.29
H  -4.8564  0.5021  -0.8900  0.34
H  -5.4137  -0.0471  0.5486  0.34
H  -1.0432  0.8892  1.3174  0.30
H  -0.3983  1.1068  -0.3925  0.25
H  -0.3479  -1.6295  1.3288  0.37
H  3.1485  1.1908  -1.3673  0.32
H  1.5320  1.1527  -1.4204  0.34
H  2.2595  2.1113  -0.0341  0.34
H  3.9798  -0.7374  -0.8171  0.41
H  3.4839  -1.7149  0.5553  0.39
H  4.3710  -0.2346  0.6362  0.36

Results
SMILES string: C[N+]#CC/C=N\N(C)[NH3+]
total charge: +2
2S+1: 1
highest occupied orbital energy: -17.09 eV
relative energy (zero: lowest compared OMol25 entry of this formula, charge and spin): 3.845 eV
E: -415.9423 Ha